# 1
C38H98N5O15V as an isolated structure at a distorted geometry, computed with the ωB97M-V functional and the def2-TZVPD basis.

Geometry as XYZ:
```
157
Properties=species:S:1:pos:R:3
C -4.1980 -1.2509 -0.7576
H -5.6702 9.3113 3.8898
O -3.0276 2.1987 2.5335
C 1.0749 -7.3049 -3.4473
C -1.7838 6.3045 -3.4304
O -1.4430 6.6951 -4.7319
C 3.0419 1.7412 -0.8851
H 1.7554 -0.0849 2.8682
H 0.4684 7.2510 -4.1884
H -4.4034 4.8498 -2.1042
C 2.5187 -0.0916 3.6481
H -1.7009 -0.3358 -1.8071
C -2.2233 -5.2151 -5.0982
C 3.7743 0.5196 -0.3783
C 2.5098 1.8574 5.9913
O 2.5296 3.7006 7.4294
H -1.0168 -1.3454 -4.9725
H 3.5721 2.0346 6.1790
H -2.2663 2.6340 -3.6531
H 1.3362 2.0491 7.7417
C 2.9194 -1.8580 -6.0733
H -2.1762 -0.1668 -3.4979
C 3.8454 -4.1534 0.3269
H 2.3944 3.0976 4.4101
H -4.6014 2.6764 4.3010
H -3.0161 0.8559 0.9523
C -4.3393 2.5477 2.1507
H -3.8645 6.0144 -3.8166
H -3.2623 -5.0517 -4.7861
H 4.0900 1.3788 3.9875
O -0.5036 -5.7637 3.3250
N -5.2979 4.5209 3.3978
H -1.9715 2.2667 0.8016
H -3.7633 2.5880 -3.2055
O 1.2768 -5.7012 1.1351
H -4.3013 3.2624 1.3209
H 1.7443 -8.1644 -3.4158
N 2.1322 2.1310 4.5856
H 0.9958 5.1040 7.5730
H 1.5346 -3.3883 4.6127
C 3.0273 1.3529 3.7102
H 4.6278 -0.6714 -4.3296
H -0.0826 7.8471 -5.7705
O -2.8607 1.2220 -2.0730
H 2.3067 0.8055 6.1915
H 2.7178 -5.2050 -4.1172
H -7.0762 8.5822 3.3362
H 1.2250 -3.2988 -5.0689
O -5.8293 7.2807 4.3964
C -2.3373 1.5070 1.5045
H 2.1056 -0.4307 4.5982
H 4.8667 0.5601 -0.4018
H 7.0762 -3.0149 -1.9587
H 7.3169 -2.0322 -0.4977
H -1.4307 1.0409 1.8854
C 1.8091 4.6854 8.1670
C 1.6344 2.7087 6.9198
H 0.1627 -1.6250 -3.6952
C -1.8523 0.3906 -2.6144
O 3.4853 -2.3308 -4.8590
H 4.2949 -4.2518 -2.5330
H -0.8689 -2.6365 -0.6363
H 0.8257 3.2329 6.4107
C 0.2267 -2.5762 -0.6983
C -2.6682 3.6977 -1.7487
H -1.3674 -5.9549 3.6999
H -1.7271 -5.8379 -4.3386
O 0.7399 -3.8840 -0.8067
H 0.8716 -6.9700 -4.4628
H 3.4983 0.4515 0.6823
H 5.8878 -4.4057 0.0985
N 0.6623 -2.5506 -5.4449
H 4.1121 -1.1545 5.0851
H 0.1235 -7.6254 -3.0229
H -6.8922 8.8597 5.1071
C 4.4292 -1.4052 4.0682
O 5.3442 -2.6948 -0.8278
O -6.3478 -1.8522 -1.7057
H 4.2949 1.9841 -2.2608
H -6.2542 -2.5335 -2.3739
C -0.3806 -2.1056 -4.5202
H 1.4912 -0.6837 -5.1192
H 0.7192 -2.3003 1.3137
H -2.9536 4.6848 -4.2591
C 1.1474 -4.0467 3.8321
C 5.2308 -3.5419 0.2903
H 3.7855 -4.7442 1.2427
O 1.5215 -6.2082 -2.6325
C -6.3838 8.5429 4.1891
H -2.2418 -5.8110 -6.0094
H -1.9778 7.1446 -2.7545
C -1.1867 -3.3263 -4.1031
C -0.3930 7.6278 -4.7499
C 3.3537 -4.6277 -2.1344
C -6.7210 6.2177 4.5248
H 5.4551 -3.0160 1.2187
H 1.4820 4.2112 9.0976
H 4.4024 -5.6765 -0.8537
H 3.0383 -3.4204 0.3461
H 3.4614 -6.4573 -3.2303
H 1.6783 -1.2926 0.3438
H -0.4564 -4.6204 5.0673
O 3.4252 -1.0660 3.1305
H 0.7368 -5.8821 4.9474
H 2.9254 -0.7225 -3.6627
C -5.9682 4.9039 4.6322
H -0.9739 5.6981 -2.9967
H -7.5020 6.1185 3.7611
C 3.8091 -1.2905 -3.9535
H -3.6747 -1.2178 -1.7127
H 4.1788 -1.7912 -3.0554
O 3.3402 1.8597 -2.2886
H -0.0609 -0.8488 0.6318
H 2.4616 5.4924 8.4966
C -5.0664 3.0690 3.3867
H 4.7020 -2.4603 4.0262
C 1.4731 -1.4523 -5.9170
H -2.1763 -3.0807 -3.6966
C 0.2276 -5.1071 4.3654
H -0.7142 8.5953 -4.3454
N -3.3972 4.8929 -2.1457
O -1.5404 -4.0128 -5.2868
H 0.4325 -2.0953 -1.6630
H -7.2661 6.3125 5.4795
H 3.0888 -2.6159 -6.8482
H -2.9564 3.4982 -0.7168
H 3.5765 -1.1107 -6.5393
H 1.0180 -0.8666 -6.7184
C 2.7475 -5.6276 -3.1119
H -3.4566 -1.4609 0.0169
H -4.3854 4.9591 3.3322
H -1.6320 4.0318 -1.6288
H 0.5943 -3.3994 3.1491
H 5.3556 -0.8391 3.9186
C -5.4216 -2.1373 -0.6272
H 6.4367 -1.4005 -1.9034
H -0.5510 -3.9116 -3.4297
H -6.0883 2.6766 3.4181
H -4.5293 -0.2095 -0.7185
H 2.0398 -4.3777 3.2980
H -4.9412 1.6867 1.8310
C 6.6067 -2.2845 -1.2890
H -6.0260 -1.9671 0.2587
H -5.1082 -3.1686 -0.8068
H 2.6245 -3.8143 -2.1596
H 1.9671 1.6589 -0.7229
H -0.8841 0.8704 -2.7745
V 1.4273 -5.8461 -0.4100
H -6.6984 4.1435 4.9146
C -2.7833 2.5051 -2.6960
H 3.5261 -0.4325 -0.8478
H 2.9754 1.7120 2.6804
C 0.6491 -1.6474 0.4356
H 3.3409 2.6326 -0.3241
H -5.2471 5.0015 5.4553
C -3.0170 5.4256 -3.4489
N 3.5462 -5.1321 -0.7466
```

Kohn-Sham gap (alpha / beta) = 5.26 / 5.46 eV
Largest force on an atom = 6.34 eV/Å
Highest occupied orbital energy (alpha / beta) = -9.8 / -9.8 eV
LUMO level (alpha / beta) = -4.57 / -4.37 eV
Net charge = +1
Spin multiplicity = 2

Atomic partial charges in e from the Löwdin method, atoms 1 to 4: number 1, C, carries -0.099; number 2, H, carries 0.085; number 3, O, carries -0.187; number 4, C, carries -0.041

=====

# 2
A 2-piece molecular cluster, C12H12 overall at a distorted geometry, computed with the ωB97M-V functional and the def2-TZVPD basis.

Geometry as XYZ:
```
24
Properties=species:S:1:pos:R:3
C 3.1329 0.2700 0.1939
H -3.1388 -1.6683 -0.9143
C 1.3816 -1.3295 -0.4791
C 0.4455 -0.3154 -0.5469
H -0.3054 -0.7478 2.0786
H -0.6128 -0.5722 -1.0332
C 2.7676 -0.9772 -0.1632
C -2.7715 0.3998 -0.7021
H 2.3038 2.3108 0.0386
H -1.9736 2.5262 -0.2151
H 4.2260 0.6600 0.0741
H 0.2645 1.8309 -0.5141
H 3.7114 -1.7175 0.0865
C 2.0931 1.2457 -0.0005
H -3.4111 0.9423 -1.4514
C -2.6189 -0.9225 -0.4187
C -1.0213 -0.4273 1.3050
H 1.2320 -2.4190 -0.5664
C 0.8215 0.9259 -0.3567
C -1.0939 0.8564 0.9339
H -1.5773 -2.4226 0.8608
C -1.9289 1.3725 -0.1054
C -1.6914 -1.3360 0.5490
H -0.2349 1.5147 1.3467
```

Kohn-Sham gap = 9.19 eV
Largest force on an atom = 7.17 eV/Å
Highest occupied orbital energy = -8.4 eV
LUMO level = 0.79 eV
SMILES string = c1ccccc1.c1ccccc1

Atomic partial charges in e from the Löwdin method, atoms 1 to 4: number 1, C, carries -0.130; number 2, H, carries 0.085; number 3, C, carries -0.049; number 4, C, carries -0.186

=====

# 3
A single C5H6N2O molecule at a distorted geometry, computed with the ωB97M-V functional and the def2-TZVPD basis.

Geometry as XYZ:
```
14
Properties=species:S:1:pos:R:3
C 1.2155 1.0122 0.0813
O 2.5744 -1.1314 -0.1939
N -2.0386 -0.7962 -0.1065
H -2.2933 1.1613 0.2032
H -1.1912 -2.4075 0.0035
N -0.8520 -1.4626 -0.1249
H 0.0306 -0.4384 1.3944
C 1.6349 -0.4740 -0.0437
C -0.2064 0.6977 -0.3120
H -0.2476 0.7748 -1.6087
C 0.1871 -0.7749 0.2448
H 1.3617 1.6217 1.1811
C -1.5680 0.4725 0.0021
H 1.3928 1.7449 -0.7206
```

Kohn-Sham gap = 8.94 eV
Largest force on an atom = 8.88 eV/Å
Highest occupied orbital energy = -8.5 eV
LUMO level = 0.48 eV
SMILES string = O=C1C[C@@H]2C=NN[C@@H]12

Atomic partial charges in e from the Löwdin method, atoms 1 to 4: number 1, C, carries -0.098; number 2, O, carries 0.175; number 3, N, carries 0.098; number 4, H, carries 0.069

=====

# 4
A 2-piece molecular cluster, C21H29Si overall at a distorted geometry, computed with the ωB97M-V functional and the def2-TZVPD basis.

Geometry as XYZ:
```
51
Properties=species:S:1:pos:R:3
H -0.9696 1.4362 -7.8772
H 0.2870 -1.6769 0.3493
H -1.9925 -2.0753 5.0742
H -3.1186 2.0616 1.5250
C -0.7242 -0.7156 -1.9270
H -4.5459 -0.6692 3.4246
C 2.3931 -0.8649 2.0913
H -2.9813 -1.1744 -3.4164
H 0.8920 0.7214 -3.6034
C 4.2369 0.5237 0.5208
H -1.4456 -1.3992 -1.4467
C -1.1218 -1.4145 5.0701
H 5.7505 1.0624 3.3837
H -2.0069 0.0108 -8.0472
C -1.4801 0.0117 4.6461
H -3.4325 -1.9912 2.9613
C -0.9895 -0.3331 -3.3226
H 6.4165 -0.4459 2.7839
H 6.6125 1.0241 1.8314
H 1.7318 -1.5270 2.6769
H 1.1141 0.3410 -1.7051
H -0.3664 -1.8867 4.4449
C -2.4564 -0.2182 -5.2816
C 5.9128 0.4749 2.4650
H -0.7273 -1.3968 6.0897
C 1.9968 -0.4280 0.8090
H 4.9155 1.0722 -0.1247
C -0.3018 0.8163 -5.3786
H -2.6893 1.5440 -7.5108
C 2.9672 0.2042 0.0302
C 0.5833 -0.5980 0.2170
C -1.5175 0.5047 -6.0095
H 2.7497 0.4367 -1.0085
C -3.7339 -0.9610 2.7398
C -1.8053 0.8984 -7.4306
C -2.7078 1.9762 2.5416
Si -2.3873 0.2327 3.0494
H -2.2410 0.4237 5.3114
H 0.4508 1.3707 -5.9353
C 4.5856 0.1609 1.8214
H 3.9259 -0.7804 3.6138
C -0.0536 0.4217 -4.0709
H -0.1055 0.0212 0.7574
H -4.1070 -0.9086 1.7084
C 0.3507 -0.2731 -1.2419
H -1.8077 2.6039 2.6043
C -2.2255 -0.6356 -3.9780
C 3.6454 -0.5267 2.5935
H -3.4139 -0.4712 -5.7593
H -3.4576 2.3545 3.2599
H -0.6049 0.6620 4.6801
```

Kohn-Sham gap = 4.58 eV
Largest force on an atom = 2.20 eV/Å
Highest occupied orbital energy = -10.2 eV
LUMO level = -5.58 eV
Net charge = +1

Atomic partial charges in e from the Löwdin method, atoms 1 to 4: number 1, H, carries 0.074; number 2, H, carries 0.132; number 3, H, carries 0.072; number 4, H, carries 0.057